A cluster of 3 separate species, C3H12N2O2 in total at a distorted geometry. Source: the Open Molecules 2025 dataset; level of theory: wB97M-V/def2-TZVPD.

As for the structure (SMILES): [H]/N=C/NCC.O.O. The calculation puts the HOMO-LUMO gap at 9.61 eV.

Geometry as ORCA input:
```
! RIJCOSX wB97M-V def2-TZVPD def2/J DEFGRID3
* xyz 0 1
H 2.93913 0.12827 1.10087
N 1.93790 0.36634 1.01174
C 1.66519 -0.04779 -0.15649
N 0.42065 -0.44873 -0.58907
C -0.51371 -0.05496 -1.65282
C -2.04985 -0.07465 -1.19854
H 2.46262 -0.06277 -0.99792
H -0.07281 -1.05459 0.05656
H -0.38861 0.89366 -2.15785
H -0.30348 -0.77040 -2.51930
H -2.74282 -0.06300 -2.11069
H -2.10837 -1.03884 -0.66206
H -2.26924 0.72349 -0.48209
O 0.00980 -2.29433 1.81919
H 0.31880 -1.80075 2.60999
H -0.18457 -3.15909 2.12749
O -1.01288 2.62014 0.33769
H -0.38815 3.33160 0.40879
H -0.35741 1.90702 0.45953
*
```

Löwdin atomic charge list, values in e, 8 entries:
1 H 0.044
2 N 0.064
3 C -0.364
4 N -0.035
5 C -0.256
6 C -0.075
7 H 0.135
8 H 0.074

A cluster of 3 separate species, C3H12N2O3 in total at a distorted geometry. Source: the Open Molecules 2025 dataset; level of theory: wB97M-V/def2-TZVPD.

The calculation puts the HOMO-LUMO gap (alpha / beta) at 2.27 / 9.31 eV.

Geometry as ORCA input:
```
! RIJCOSX wB97M-V def2-TZVPD def2/J DEFGRID3
* xyz -1 2
O -0.87657 1.32258 0.29602
C 0.29450 1.49842 -0.05611
N 1.30258 0.70225 0.31453
C 1.13580 -0.44333 1.23123
N 0.19115 -1.43374 0.80928
C 0.63637 2.63077 -0.97973
H 2.24293 0.96018 0.02327
H 2.13144 -0.87570 1.24927
H 0.81963 -0.04716 2.19445
H 0.58758 -1.94486 0.02069
H -0.66635 -1.01678 0.45957
H -0.00257 3.47569 -0.77965
H 1.66128 3.01031 -0.87602
H 0.49162 2.39106 -2.03333
H 1.09439 -4.85062 -3.17774
H 0.49190 -4.52112 -4.53650
O 0.28788 -4.53129 -3.59533
H -3.34979 1.33244 2.64908
H -4.67629 1.00579 3.27899
O -3.79749 1.33509 3.50800
*
```

Löwdin atomic charge list, values in e, 8 entries:
1 O -0.011
2 C -0.653
3 N 0.027
4 C -0.415
5 N -0.012
6 C -0.133
7 H 0.030
8 H 0.056

A cluster of 2 separate species, C3H12N2OS in total at a distorted geometry. Source: the Open Molecules 2025 dataset; level of theory: wB97M-V/def2-TZVPD.

As for the structure (SMILES): NC[C@@H](N)CS.O. The calculation puts the HOMO-LUMO gap at 9.42 eV.

Geometry as ORCA input:
```
! RIJCOSX wB97M-V def2-TZVPD def2/J DEFGRID3
* xyz 0 1
N -0.35359 -1.78770 -0.61481
C -0.82971 -0.40690 -0.46346
C -0.24708 0.28688 0.77650
N 1.26534 0.42530 0.77644
C -0.94456 1.60341 1.04096
S -0.04931 2.60561 2.24268
H -0.42502 -2.26219 0.29303
H -1.00879 -2.33956 -1.17505
H -0.48992 0.21898 -1.30948
H -1.95603 -0.46321 -0.40412
H -0.47615 -0.30941 1.70824
H 1.69021 -0.31349 1.31165
H 1.83133 0.42331 -0.11281
H -1.08945 2.12352 0.07595
H -1.88928 1.32665 1.52957
H 1.16995 2.02824 2.27082
O 1.66119 -1.10224 -2.84823
H 1.26926 -1.49096 -2.06590
H 0.87161 -0.56625 -3.03200
*
```

Löwdin atomic charge list, values in e, 8 entries:
1 N -0.025
2 C -0.258
3 C -0.465
4 N -0.008
5 C -0.567
6 S 0.688
7 H 0.081
8 H 0.082

A cluster of 2 separate species, C3H12N2S in total. Source: the Open Molecules 2025 dataset; level of theory: wB97M-V/def2-TZVPD.

The calculation puts the HOMO-LUMO gap (alpha / beta) at 2.25 / 8.19 eV.

Geometry as ORCA input:
```
! RIJCOSX wB97M-V def2-TZVPD def2/J DEFGRID3
* xyz -1 2
C -1.15217 -1.02650 1.96680
N 0.03474 -1.02518 1.13792
C 1.04459 -0.01611 1.54920
N 0.98310 1.23298 0.84646
H -1.93534 -1.65562 1.53152
H -0.99072 -1.37036 3.00123
H -1.58980 -0.03579 2.01208
H 0.44669 -1.94895 1.17119
H 2.01823 -0.46368 1.38155
H 0.92599 0.18964 2.61920
H 1.14004 1.10725 -0.15081
H 0.08212 1.67761 0.97101
C -0.42631 0.15352 -3.09751
S 1.11118 1.02174 -2.72281
H -0.63502 0.13828 -4.16964
H -0.34164 -0.87111 -2.72805
H -1.27065 0.61739 -2.58439
H 0.55498 2.27490 -2.73494
*
```

Löwdin atomic charge list, values in e, 8 entries:
1 C -0.207
2 N -0.131
3 C -0.379
4 N -0.012
5 H 0.062
6 H 0.064
7 H 0.059
8 H 0.079

A cluster of 2 separate species, C3H12N2S in total at a distorted geometry. Source: the Open Molecules 2025 dataset; level of theory: wB97M-V/def2-TZVPD.

As for the structure (SMILES): CCS.NCN. The calculation puts the HOMO-LUMO gap at 9.74 eV.

Geometry as ORCA input:
```
! RIJCOSX wB97M-V def2-TZVPD def2/J DEFGRID3
* xyz 0 1
C -2.22013 1.57287 -0.75820
C -2.67814 0.15133 -1.02826
S -1.89112 -1.15011 0.02050
H -1.85676 2.04980 -1.66315
H -3.03502 2.15626 -0.33228
H -1.39657 1.60677 -0.04565
H -2.53793 -0.16088 -2.06199
H -3.74001 -0.02067 -0.85844
H -1.44409 -0.24756 0.87275
N 2.40047 0.45358 -0.59110
C 2.64156 0.51626 0.87881
N 3.39278 -0.56183 1.45306
H 2.22979 -0.52894 -0.80428
H 3.16967 0.69772 -1.19442
H 1.63616 0.55676 1.28647
H 3.16281 1.46273 1.02380
H 4.32670 -0.70301 1.13528
H 2.87119 -1.42909 1.42266
*
```

Löwdin atomic charge list, values in e, 8 entries:
1 C -0.163
2 C -0.600
3 S 0.656
4 H 0.070
5 H 0.072
6 H 0.046
7 H 0.054
8 H 0.045

A cluster of 2 separate species, C3H12N3 in total. Source: the Open Molecules 2025 dataset; level of theory: wB97M-V/def2-TZVPD.

The calculation puts the HOMO-LUMO gap at 9.16 eV.

Geometry as ORCA input:
```
! RIJCOSX wB97M-V def2-TZVPD def2/J DEFGRID3
* xyz 1 1
C -0.69142 0.40832 -0.33188
N -1.01272 3.02592 0.43888
C -2.10378 2.19835 -0.01754
N -2.00599 1.00127 -0.37647
H -0.46515 0.03566 -1.33787
H -0.71781 -0.44099 0.36547
H 0.08797 1.10908 -0.01834
H -1.01869 3.86552 -0.14220
H -1.29682 3.39046 1.34757
H -3.05706 2.72600 -0.02470
C 1.88619 -2.31109 0.67356
N 1.19924 -2.03673 -0.62575
H 1.35345 -3.10575 1.18582
H 2.91261 -2.60630 0.48173
H 1.86083 -1.39810 1.26049
H 0.23472 -1.70928 -0.48317
H 1.16938 -2.85349 -1.23689
H 1.66504 -1.29887 -1.15874
*
```

Löwdin atomic charge list, values in e, 8 entries:
1 C -0.175
2 N 0.024
3 C -0.260
4 N 0.003
5 H 0.074
6 H 0.068
7 H 0.071
8 H 0.087

A structure of composition C3H12N3O at a distorted geometry. Source: the Open Molecules 2025 dataset; level of theory: wB97M-V/def2-TZVPD.

The calculation puts the HOMO-LUMO gap at 5.52 eV.

Geometry as ORCA input:
```
! RIJCOSX wB97M-V def2-TZVPD def2/J DEFGRID3
* xyz 1 1
C -1.42810 0.00342 1.30914
C -1.15141 -0.82987 0.07415
N 0.06253 -0.35909 -0.42985
C 1.29103 -0.62891 0.21995
N 2.28466 0.18458 -0.19264
N 1.47342 -1.50656 1.11752
H -0.77496 -0.17861 2.16462
H -1.58122 1.06636 1.12537
H -2.60903 -0.35680 1.76650
H -1.94826 -0.68467 -0.65544
H -1.13990 -1.90375 0.28986
H 0.09516 0.34757 -1.15195
H 3.16270 0.04892 0.26247
H 2.14109 0.92966 -0.85573
H 0.79541 -2.24972 1.15072
H -3.34807 -0.58211 1.88931
H 0.76622 2.91730 -2.33094
H 1.00394 1.81349 -3.34947
O 0.90477 1.96880 -2.40358
*
```

Löwdin atomic charge list, values in e, 8 entries:
1 C 0.116
2 C -0.256
3 N 0.083
4 C -0.558
5 N 0.170
6 N 0.129
7 H 0.121
8 H 0.122

A cluster of 2 separate species, C3H12N3O in total at a distorted geometry. Source: the Open Molecules 2025 dataset; level of theory: wB97M-V/def2-TZVPD.

The calculation puts the HOMO-LUMO gap at 11.43 eV.

Geometry as ORCA input:
```
! RIJCOSX wB97M-V def2-TZVPD def2/J DEFGRID3
* xyz 1 1
C -1.06736 -0.27391 2.26931
C 0.18988 0.29215 1.71525
N 0.07581 0.15930 0.07859
C 0.21324 -0.84489 -0.80589
N 0.57048 -0.50863 -2.09666
N 0.54224 -2.07198 -0.28869
H -1.48186 -0.94982 1.53110
H -1.94519 0.52505 2.40674
H -1.14566 -0.67897 3.17366
H 0.16669 1.38165 1.88412
H 1.12511 -0.15449 1.95526
H 0.04474 1.06780 -0.40640
H 0.73943 0.43355 -2.23524
H 0.16837 -0.85212 -2.97438
H 0.93434 -2.73615 -0.82608
H 0.10332 -2.44067 0.57111
H -0.43470 2.92550 -2.09449
H 1.01039 2.51201 -1.94570
O 0.19074 2.21461 -1.91162
*
```

Löwdin atomic charge list, values in e, 8 entries:
1 C -0.097
2 C -0.095
3 N 0.095
4 C -0.362
5 N 0.184
6 N 0.213
7 H 0.064
8 H 0.142

A cluster of 2 separate species, C3H12N3O in total at a distorted geometry. Source: the Open Molecules 2025 dataset; level of theory: wB97M-V/def2-TZVPD.

The calculation puts the HOMO-LUMO gap (alpha / beta) at 11.64 / 5.11 eV.

Geometry as ORCA input:
```
! RIJCOSX wB97M-V def2-TZVPD def2/J DEFGRID3
* xyz 2 2
C -1.15159 -1.66480 0.60183
C 0.31740 -0.62253 -1.00299
N 1.23027 -0.20943 -0.02838
N -0.75466 -1.37134 -0.75021
N 0.62481 -0.07929 -2.22893
H 1.22477 -0.56915 0.86482
H 1.47908 0.77448 -0.08270
H -1.26821 -1.58732 -1.57734
H 0.48512 -0.81423 -2.95955
H 1.64035 0.21279 -2.31803
H -0.42507 -2.27823 1.16002
H -2.16885 -2.19678 0.57784
H -1.17491 -0.78268 1.24818
C 0.11062 2.03817 2.04205
O -0.37221 1.53440 0.84049
H -0.79229 2.16079 0.20522
H 0.04614 3.14015 2.17338
H -0.38947 1.44615 2.88577
H 1.05561 1.41747 2.11609
*
```

Löwdin atomic charge list, values in e, 8 entries:
1 C -0.030
2 C -0.359
3 N 0.214
4 N 0.093
5 N 0.177
6 H 0.084
7 H 0.124
8 H 0.171

A cluster of 2 separate species, C3H12N5 in total at a distorted geometry. Source: the Open Molecules 2025 dataset; level of theory: wB97M-V/def2-TZVPD.

The calculation puts the HOMO-LUMO gap at 10.00 eV.

Geometry as ORCA input:
```
! RIJCOSX wB97M-V def2-TZVPD def2/J DEFGRID3
* xyz 1 1
N -1.59628 -0.86860 2.02379
C -1.20688 0.45187 2.07259
N -1.28728 1.17423 0.80726
N -0.77615 1.11183 3.11220
H -1.78585 -1.27550 2.91870
H -2.42755 -1.06550 1.40118
H -1.98746 0.81802 0.14832
H -1.55081 2.12468 1.04928
H -0.89101 0.52232 3.94144
C 1.40267 -0.42956 -2.37662
C 1.10249 -0.48639 -1.06274
N 1.23054 0.71067 -0.20497
N 1.32208 -1.51364 -3.24481
H 1.88748 0.48176 -2.84128
H 0.74270 -1.46330 -0.60916
H 1.72347 0.49809 0.73684
H 1.82483 1.44148 -0.67956
H 0.34955 1.08334 0.10848
H 0.55005 -2.10886 -3.11502
H 1.37341 -1.20694 -4.18592
*
```

Löwdin atomic charge list, values in e, 8 entries:
1 N 0.107
2 C -0.579
3 N 0.059
4 N 0.107
5 H 0.092
6 H 0.127
7 H 0.106
8 H 0.106

A cluster of 2 separate species, C3H12NO in total at a distorted geometry. Source: the Open Molecules 2025 dataset; level of theory: wB97M-V/def2-TZVPD.

The calculation puts the HOMO-LUMO gap (alpha / beta) at 3.88 / 12.32 eV.

Geometry as ORCA input:
```
! RIJCOSX wB97M-V def2-TZVPD def2/J DEFGRID3
* xyz 0 2
C -0.83199 0.89534 -1.60443
C -0.01277 0.06937 -0.50258
C 0.10690 -1.42170 -0.88009
N -0.60467 0.32609 0.74733
H -0.19378 1.73326 -1.51038
H -1.95408 0.95052 -1.61034
H -0.84618 0.36806 -2.60102
H 1.01329 0.47776 -0.59265
H -0.84393 -1.86146 -1.26356
H 0.79423 -1.41244 -1.71802
H 0.40646 -1.92630 0.04927
H -1.36635 0.95823 0.81778
H 0.16376 0.67393 1.31794
H -0.88106 -0.62911 1.05996
H 2.14535 -0.01473 2.17487
H 1.44843 0.31051 3.53711
O 1.45639 0.50268 2.57882
*
```

Löwdin atomic charge list, values in e, 8 entries:
1 C -0.086
2 C -0.521
3 C -0.123
4 N 0.103
5 H 0.045
6 H 0.081
7 H 0.083
8 H 0.125

A cluster of 2 separate species, C3H12NO in total at a distorted geometry. Source: the Open Molecules 2025 dataset; level of theory: wB97M-V/def2-TZVPD.

The calculation puts the HOMO-LUMO gap at 11.62 eV.

Geometry as ORCA input:
```
! RIJCOSX wB97M-V def2-TZVPD def2/J DEFGRID3
* xyz 1 1
C -0.23460 0.30948 0.30656
C -0.90907 -0.20126 -0.94809
C -0.05490 -0.01973 -2.17963
N -1.20235 0.20114 1.47498
H 0.62239 -0.31985 0.47008
H 0.03769 1.35182 0.26236
H -1.90911 0.17243 -1.16815
H -1.13556 -1.26209 -0.79284
H 0.94613 -0.44559 -2.16720
H -0.54327 -0.45265 -3.05616
H 0.08044 1.01744 -2.44699
H -2.13118 0.47052 1.15789
H -1.22219 -0.74636 1.85604
H -0.90264 0.78514 2.25457
H 3.19614 0.05391 1.04201
H 2.77941 -0.89644 2.14657
O 2.58264 -0.01791 1.78801
*
```

Löwdin atomic charge list, values in e, 8 entries:
1 C -0.152
2 C -0.257
3 C -0.092
4 N 0.207
5 H 0.103
6 H 0.138
7 H 0.118
8 H 0.121